Entry from the Open Molecules 2025 dataset: 8 unconnected molecules or ions with the total composition C28H53ClN4O21 (ωB97M-V/def2-TZVPD).

As for the frontier orbital gap: 10.179 eV. Its LUMO energy is 0.381 eV. The SMILES is CNC[C@@](C#N)(CN)[C@@H](Cl)C#N.COC(=O)OC.COC(=O)OC.COC(=O)OC.COC(=O)OC.COC(=O)OC.COC(=O)OC.COC(=O)OC. The HOMO energy is -9.80 eV. The charge is 0.

Cartesian coordinates (Å):
H (-0.50, -0.08, 0.97)
H (-3.68, -3.77, 0.42)
N (-1.52, 4.89, 4.09)
H (-1.68, -4.27, -4.96)
H (1.13, 6.57, 7.18)
C (0.56, -0.87, 5.64)
H (0.16, -1.34, 6.53)
O (1.34, -4.00, 0.44)
H (-0.76, -1.74, 0.40)
H (0.12, 2.57, 5.26)
H (0.03, 3.96, -0.16)
N (0.07, 2.68, 6.26)
O (2.01, -3.89, -1.72)
N (-1.07, 3.54, 9.43)
O (-0.35, 2.37, -4.01)
H (-3.38, 1.50, -10.95)
H (1.45, 4.19, 5.94)
H (-0.56, 1.65, -5.89)
O (-4.08, -4.31, -2.12)
H (0.22, -2.84, -1.62)
H (-1.23, 7.92, 4.30)
H (-0.69, 2.34, -0.19)
H (-1.21, 6.36, 8.05)
C (4.80, -0.84, 8.33)
H (7.30, -1.60, 8.10)
H (4.93, -4.43, 1.23)
C (-0.12, 2.06, -2.74)
O (-1.14, -7.01, -9.65)
H (-1.12, 0.54, -4.62)
Cl (-3.11, 5.40, 7.15)
H (-4.87, -5.27, -8.99)
H (-0.09, 5.37, -8.27)
O (3.51, -4.18, -0.18)
H (0.98, 4.00, 7.61)
O (-0.12, -1.46, 4.52)
O (-0.43, -1.60, 2.39)
H (-3.44, -4.18, -4.68)
C (-3.51, -2.78, -0.01)
H (2.70, 0.15, 9.55)
C (0.22, -0.94, 3.35)
H (-0.63, 9.40, 5.04)
C (-1.38, 5.38, 7.61)
C (0.08, 2.98, -0.61)
C (-0.35, 1.25, -4.90)
H (0.16, -7.94, -8.32)
O (0.09, 0.95, -2.31)
H (-0.08, 8.37, 6.91)
H (1.63, -1.05, 5.58)
H (-3.54, -4.39, -8.21)
C (-3.08, -3.64, -2.14)
H (6.83, -3.00, 7.10)
C (-1.06, 5.05, 5.13)
H (0.62, 0.76, -4.90)
C (-0.42, 8.34, 4.90)
O (5.25, -0.58, 9.42)
H (-1.81, 0.66, -11.08)
H (1.06, 2.53, -0.44)
O (-1.71, 2.74, -11.09)
C (3.85, -4.32, 1.20)
O (-3.06, -6.10, -9.29)
C (-0.37, 5.20, 6.42)
O (-2.65, -2.86, -1.15)
C (-1.22, 4.35, 8.63)
C (2.20, -4.02, -0.41)
H (-0.90, 2.57, 6.55)
C (-2.48, -4.43, -4.24)
O (-1.84, 2.17, -8.90)
C (-0.60, 4.41, -8.26)
O (0.99, -0.02, 3.18)
O (-0.14, 3.18, -2.01)
N (-0.37, 7.69, 6.22)
H (2.16, 0.96, 8.06)
C (-1.51, 2.93, -9.78)
H (3.37, -5.20, 1.63)
H (0.63, -3.59, -3.17)
H (0.87, -1.20, 0.82)
O (5.33, -1.70, 7.46)
H (0.52, 8.25, 4.35)
H (0.65, -7.88, -10.03)
H (-2.99, -2.16, 0.71)
C (3.03, 0.62, 8.63)
H (0.04, 3.66, -7.81)
C (-0.18, -1.12, 1.07)
C (6.52, -2.34, 7.91)
H (6.33, -2.92, 8.81)
H (0.37, 0.20, 5.68)
H (-4.46, -2.32, -0.28)
H (-1.52, 4.50, -7.69)
H (0.06, -4.60, -1.82)
H (0.75, -6.42, -9.02)
C (-1.85, -6.33, -8.77)
H (3.55, -3.43, 1.76)
O (-1.48, -5.97, -7.68)
C (-2.39, 1.52, -11.41)
C (0.19, -7.33, -9.22)
C (0.64, -3.72, -2.09)
O (-0.88, 4.09, -9.62)
H (3.67, 1.47, 8.85)
H (1.12, 6.40, 5.44)
C (-3.94, -5.37, -8.43)
O (3.70, -0.32, 7.79)
H (-4.12, -5.92, -7.51)
H (-2.48, 1.51, -12.49)
C (0.47, 6.51, 6.31)
C (0.59, 4.00, 6.60)
H (-2.48, -5.48, -3.92)
O (-2.19, -3.58, -3.13)

Results of the Mulliken charge analysis, in e, for atoms 1 through 6:
1 H 0.45
2 H 0.33
3 N -0.50
4 H 0.28
5 H 0.42
6 C -0.17

Entry from the Open Molecules 2025 dataset: 7 unconnected molecules or ions with the total composition C28H53F3O20 at a distorted geometry (ωB97M-V/def2-TZVPD).

As for the expectation value of S²: 0.753. As for the frontier orbital gap (alpha / beta): 2.232 / 7.369 eV. Its LUMO energy (alpha / beta) is 2.296 / 2.294 eV. The spin multiplicity is 2. The HOMO energy (alpha / beta) is 0.06 / -5.07 eV. The charge is -1.

Cartesian coordinates (Å):
H (-3.10, -3.11, -1.19)
H (-2.72, 0.10, -6.85)
H (-2.03, -4.17, 4.42)
H (-0.93, -4.00, 3.11)
O (0.69, 7.70, -1.89)
H (-0.13, -5.33, -4.89)
H (-0.91, 3.68, 0.33)
O (-1.18, -4.28, 0.09)
C (-0.14, -8.39, -0.26)
O (2.99, 5.03, 4.90)
H (-0.66, -6.75, 0.99)
C (2.36, 3.56, -3.03)
H (2.05, 9.07, -2.72)
F (2.89, -1.96, -4.02)
H (0.76, -6.54, -0.02)
H (-1.80, -2.65, -2.31)
H (1.04, -2.70, 0.69)
O (-0.77, -0.66, -6.89)
C (-0.73, -1.34, -5.78)
C (2.68, 4.65, -1.99)
H (-3.02, -1.01, 2.36)
H (-1.12, -8.77, 0.02)
H (-1.46, 2.26, 5.18)
C (-1.46, -0.31, 5.64)
H (1.57, -0.02, 3.56)
O (1.02, 6.22, -0.14)
C (1.18, 6.57, -1.35)
H (2.25, 6.70, 5.78)
H (-4.78, 0.50, 1.84)
H (0.88, -1.18, 1.43)
H (-0.37, -1.78, 3.61)
H (2.92, 0.42, 4.54)
H (0.10, -3.02, -3.96)
O (-1.51, -1.21, -4.84)
O (1.45, -1.25, -1.84)
H (-1.41, 1.13, -6.52)
C (-0.52, 2.68, 0.16)
H (2.34, 4.19, -1.06)
C (-4.74, -0.50, 1.40)
C (-1.81, 0.84, 0.95)
C (-2.60, -3.36, -2.12)
H (0.76, 1.83, 5.11)
C (3.38, -0.89, -3.32)
H (-1.39, -4.21, -5.29)
H (0.30, -0.10, -0.46)
H (3.81, 6.80, 4.97)
C (2.54, -0.45, -2.13)
F (3.56, 0.04, -4.24)
C (1.35, -1.66, 0.57)
C (2.28, 0.79, 3.74)
O (2.27, 3.12, 4.26)
C (2.01, 4.20, 4.94)
H (2.52, 3.93, -4.05)
H (0.75, 2.10, 3.31)
O (-2.53, -0.24, 0.48)
C (-1.08, -2.22, 4.32)
O (-2.37, 0.65, 6.01)
H (-0.56, -2.62, 5.19)
H (3.05, 2.74, -2.87)
H (0.66, -8.84, 0.33)
H (-0.11, -4.53, -6.51)
O (-0.97, -6.09, -1.06)
H (-5.28, -1.18, 2.05)
H (2.43, -1.66, 0.69)
C (-0.28, -6.86, -0.02)
O (0.92, 4.45, 5.46)
O (-2.02, -1.29, 4.86)
O (-1.52, 1.72, -0.05)
O (2.00, 5.84, -2.31)
C (0.70, -1.10, -0.62)
C (1.28, 8.37, -3.04)
O (0.33, -2.23, -5.84)
C (0.44, -3.29, -4.96)
O (2.83, 0.60, -1.60)
C (-3.35, -1.05, 1.32)
C (-1.96, 1.98, 6.11)
H (-3.28, -3.34, -2.97)
C (2.79, 6.41, 4.88)
H (3.00, 0.87, 2.93)
C (-1.36, -4.94, -0.94)
H (0.08, 2.67, -0.75)
H (0.12, 2.45, 1.01)
H (-3.09, -2.05, 0.99)
H (1.50, -3.53, -4.93)
H (0.01, -8.71, -1.30)
C (-1.70, 0.31, -7.17)
C (-0.34, -4.42, -5.45)
C (-1.70, -3.47, 3.66)
H (0.41, 8.79, -3.54)
F (4.54, -1.35, -2.89)
O (-2.05, -4.63, -1.96)
O (-0.29, -0.17, 6.07)
O (-1.63, 1.02, 2.13)
H (3.76, 4.76, -1.90)
H (2.32, 6.70, 3.94)
C (1.35, 2.02, 4.21)
H (-5.10, -0.30, 0.39)
H (-1.31, 2.05, 6.98)
H (-2.46, -3.24, 2.90)
H (1.42, 3.03, -2.91)
H (-2.93, 2.39, 6.37)
H (-1.58, 0.92, -8.07)
H (1.77, 7.69, -3.74)
H (-0.27, -1.60, -0.66)

Results of the Mulliken charge analysis, in e, for atoms 1 through 6:
1 H 0.25
2 H 0.31
3 H 0.40
4 H 0.39
5 O -0.32
6 H 0.39

- Among the records above, which one has the lowest charge?
  C28H53F3O20

- The lowest charge belongs to which entry?
  C28H53F3O20

- The lowest charge belongs to which entry?
  C28H53F3O20

- Number 2 is which compound?
  C28H53F3O20